The following is a DFT calculation (ωB97M-V/def2-TZVPD) of 2 unconnected molecules or ions with the total composition H2NO3S3 at a distorted geometry.

The value obtained for the LUMO energy (spin up / spin down) is 2.072 / 2.103 eV. As for the energy: -40170.5950 eV. The HOMO-LUMO gap (spin up / spin down) is 6.9488 / 6.8439 eV. Its net charge is -1. The value obtained for the highest occupied orbital energy (spin up / spin down) is -0.1792 / -0.1742 Eh. The calculation puts the energy above the lowest of the compared OMol25 structures with the same formula, charge and spin at 1.1447 eV.

Last column: Mulliken charge in e.
Cartesian coordinates (Å):
N -0.883 -0.209 -0.606  -0.20
O 0.839 1.566 -0.171  -0.59
O 0.012 0.216 1.618  -0.63
O -1.452 1.909 0.670  -0.61
S 1.275 -2.032 0.225  -0.43
S -1.239 -0.060 -2.109  -0.08
S -0.339 1.029 0.479  1.20
H 0.678 -0.854 0.874  0.29
H 1.109 -1.567 -0.979  0.06